{"formula": "C32H74N3O8", "method": "ωB97M-V/def2-TZVPD", "elements": ["N", "C", "C", "C", "C", "C", "C", "C", "C", "N", "N", "C", "C", "O", "C", "H", "H", "H", "H", "H", "H", "H", "H", "H", "H", "H", "H", "H", "H", "H", "H", "H", "H", "C", "C", "C", "O", "H", "H", "H", "H", "H", "H", "H", "H", "C", "C", "C", "O", "H", "H", "H", "H", "H", "H", "H", "H", "C", "C", "C", "O", "H", "H", "H", "H", "H", "H", "H", "H", "C", "C", "C", "O", "H", "H", "H", "H", "H", "H", "H", "H", "C", "C", "C", "O", "H", "H", "H", "H", "H", "H", "H", "H", "C", "C", "C", "O", "H", "H", "H", "H", "H", "H", "H", "H", "C", "C", "C", "O", "H", "H", "H", "H", "H", "H", "H", "H"], "coordinates": [[0.985226, 1.831414, 1.112227], [0.483712, 0.395847, 1.072907], [0.655138, -0.171752, -0.432248], [-0.562725, -1.139853, -0.891553], [-0.154089, -2.700090, -0.981671], [-1.145375, -3.514962, 0.024141], [-0.649348, -3.193597, 1.505862], [-1.440283, -2.254473, 2.490480], [-0.735435, -2.055204, 3.888037], [0.492959, -2.633607, 4.267912], [1.072447, -3.434170, 3.389279], [2.369548, -4.067399, 3.864564], [3.539124, -3.942154, 2.739003], [4.089110, -2.844163, 2.455861], [0.688691, -3.804547, 2.066935], [0.178938, 2.449076, 1.321377], [1.660658, 1.947064, 1.884090], [1.141267, -0.167439, 1.838589], [-0.618739, 0.453586, 1.406919], [1.680700, -0.667401, -0.511467], [0.669409, 0.744473, -1.113991], [-1.406097, -1.006247, -0.114230], [-0.907626, -0.830838, -1.944915], [-0.137395, -3.128307, -2.037211], [0.893598, -2.787665, -0.502359], [-2.247336, -3.281536, -0.143797], [-0.958048, -4.635605, -0.161703], [-2.418519, -1.752165, 2.204102], [-1.267467, -1.347520, 4.617645], [2.190043, -5.183168, 4.095342], [2.745716, -3.486534, 4.773531], [3.843185, -4.915922, 2.172708], [1.267121, -4.509125, 1.389495], [5.655406, -1.154837, 7.281374], [4.146981, -1.005327, 7.399486], [3.468012, -2.355198, 7.571438], [3.641205, -0.365338, 6.228582], [5.920778, -1.758262, 6.407041], [6.128347, -0.178615, 7.147028], [6.076410, -1.627684, 8.172224], [3.906834, -0.362647, 8.250988], [3.657261, -3.001078, 6.707123], [2.383402, -2.233219, 7.643395], [3.823118, -2.863992, 8.471055], [3.849216, -0.925921, 5.469014], [-0.883165, -5.094235, -5.000353], [-1.845558, -3.936376, -5.214292], [-1.871565, -3.500460, -6.670504], [-1.452205, -2.834582, -4.396085], [0.139396, -4.806098, -5.265242], [-0.865924, -5.389840, -3.947212], [-1.168037, -5.960832, -5.601902], [-2.850728, -4.231183, -4.900884], [-0.883213, -3.157277, -6.993031], [-2.558123, -2.660904, -6.807516], [-2.186079, -4.319301, -7.322197], [-0.563462, -2.565220, -4.665690], [1.171184, -1.473200, 10.735041], [0.205462, -0.319942, 10.512630], [0.188347, 0.113855, 9.054706], [0.587045, 0.782893, 11.330402], [2.194749, -1.181306, 10.477261], [1.182449, -1.767346, 11.787802], [0.893626, -2.341886, 10.131866], [-0.800704, -0.618784, 10.819047], [1.177621, 0.461010, 8.738638], [-0.500961, 0.950276, 8.911301], [-0.117949, -0.708138, 8.401587], [1.476254, 1.055496, 11.067569], [-1.573146, 3.217179, -3.706869], [-1.749939, 1.727251, -3.462476], [-1.542496, 0.928779, -4.738233], [-3.061593, 1.481850, -2.957925], [-2.304889, 3.583342, -4.433918], [-1.736580, 3.779974, -2.783375], [-0.569935, 3.439804, -4.079260], [-1.039937, 1.392667, -2.700217], [-2.272171, 1.214253, -5.502472], [-1.684289, -0.139625, -4.549695], [-0.537852, 1.082831, -5.141015], [-3.696557, 1.774454, -3.625300], [-4.235676, 6.682549, -5.545620], [-2.780496, 6.271762, -5.706851], [-1.940568, 7.413921, -6.255368], [-2.698492, 5.155224, -6.591872], [-4.670907, 6.964024, -6.509650], [-4.829884, 5.848331, -5.161663], [-4.333820, 7.527115, -4.858838], [-2.379704, 5.951450, -4.740831], [-2.295780, 7.720701, -7.242488], [-0.899624, 7.100777, -6.377008], [-1.969909, 8.280017, -5.590169], [-3.050795, 5.428677, -7.449176], [-4.876388, 11.468232, -6.213934], [-3.421313, 11.057931, -6.377261], [-2.581767, 12.201617, -6.924359], [-3.339340, 9.943029, -7.263553], [-5.312691, 11.751269, -7.177250], [-5.469962, 10.633561, -5.830948], [-4.974047, 12.311570, -5.525638], [-3.019584, 10.736047, -5.412187], [-2.938739, 12.510020, -7.912252], [-1.541264, 11.889297, -7.047321], [-2.610649, 13.066966, -6.257404], [-3.692444, 10.217276, -8.120650], [4.619033, -8.778291, 0.287303], [3.736522, -8.556377, 1.504844], [2.437112, -9.338025, 1.396651], [3.443383, -7.162234, 1.631657], [4.118059, -8.439118, -0.625308], [5.543979, -8.201768, 0.373156], [4.874741, -9.834147, 0.172719], [4.273208, -8.858918, 2.407844], [1.860640, -9.018182, 0.522285], [1.807645, -9.160185, 2.272979], [2.627540, -10.410564, 1.315138], [2.967827, -6.886826, 0.836223]], "atomic_forces_ev_per_a": [[-0.6, -0.5, 0.8], [0.5, 0.8, 0.0], [-0.6, 0.2, 0.3], [0.8, -0.1, -0.4], [-0.1, 0.6, 1.6], [1.5, -0.6, 0.2], [0.0, 0.9, 3.0], [4.8, -2.5, 0.7], [-0.3, -0.8, -2.8], [-3.5, 1.1, -1.9], [0.6, -1.6, -3.0], [1.2, -0.2, 0.1], [1.3, 2.5, -1.3], [-2.4, -4.2, 1.4], [-4.1, 3.0, 0.7], [0.9, -0.5, -0.2], [-0.6, 0.0, -0.6], [-1.4, 0.4, -1.2], [1.6, -0.7, -0.6], [-1.4, 0.5, 0.0], [0.0, -1.2, 1.0], [1.1, -0.2, -1.5], [0.2, -0.3, 1.8], [-0.3, 0.6, 1.5], [-1.4, -0.1, -1.0], [1.6, -0.2, 0.4], [-0.5, 1.5, 0.4], [1.5, -0.8, 0.5], [1.3, -1.4, -0.9], [0.2, 1.9, -0.3], [-0.9, -0.9, -1.2], [-0.5, 1.4, 1.1], [-0.5, 1.0, 1.5], [0.2, 0.2, 0.1], [0.3, -0.5, -0.5], [-0.3, 0.0, 0.3], [-0.3, 0.2, 0.0], [-0.1, -0.1, 0.1], [-0.1, -0.1, 0.1], [0.0, 0.0, -0.1], [-0.1, 0.1, -0.2], [0.2, 0.0, 0.1], [0.1, 0.0, 0.1], [0.0, 0.0, -0.1], [0.1, 0.1, 0.1], [0.0, -0.2, 0.2], [0.6, 0.0, -0.4], [-0.2, 0.1, -0.1], [-0.1, 0.1, 0.4], [-0.1, 0.0, -0.1], [-0.1, 0.0, -0.1], [0.1, 0.0, 0.0], [0.1, 0.2, 0.1], [0.0, -0.1, 0.0], [0.0, -0.1, 0.0], [0.0, 0.1, 0.0], [-0.2, 0.0, -0.1], [-0.1, -0.2, 0.2], [0.6, 0.1, -0.3], [-0.2, 0.1, -0.1], [-0.2, 0.0, 0.1], [-0.1, 0.0, -0.1], [-0.1, 0.0, -0.1], [0.1, 0.0, 0.0], [0.1, 0.2, 0.1], [0.0, -0.1, 0.0], [0.0, -0.1, 0.0], [0.0, 0.0, 0.0], [-0.2, -0.1, 0.0], [0.1, 0.2, 0.2], [-0.3, 0.4, -0.6], [0.2, -0.4, 0.0], [0.0, -0.2, 0.4], [0.1, -0.1, -0.1], [0.1, -0.1, 0.0], [-0.1, 0.0, 0.0], [-0.2, 0.0, 0.1], [0.1, 0.1, 0.0], [0.0, 0.1, 0.0], [-0.1, 0.0, 0.0], [0.2, 0.0, 0.1], [-0.2, -0.1, 0.2], [-0.2, 0.5, -0.5], [0.4, -0.1, 0.0], [0.1, -0.4, 0.1], [0.1, 0.1, 0.0], [0.1, 0.1, 0.0], [0.0, 0.0, -0.1], [0.0, -0.2, -0.2], [-0.1, 0.1, 0.2], [-0.1, 0.0, 0.1], [0.0, 0.0, -0.1], [0.1, 0.0, 0.2], [-0.2, -0.1, 0.2], [-0.3, 0.4, -0.6], [0.3, 0.0, 0.1], [0.0, -0.2, 0.0], [0.1, 0.1, 0.0], [0.1, 0.1, 0.0], [0.0, 0.0, -0.1], [0.0, -0.2, -0.2], [-0.1, 0.0, 0.1], [-0.1, 0.0, 0.1], [0.0, 0.0, -0.1], [0.1, 0.0, 0.2], [0.3, 0.1, 0.0], [-0.2, -0.4, -0.7], [-0.1, 0.0, 0.3], [-0.1, 0.6, 0.3], [-0.1, -0.1, 0.1], [-0.1, -0.1, 0.0], [0.0, 0.1, 0.0], [-0.1, 0.3, 0.0], [0.1, -0.1, -0.1], [0.1, -0.1, 0.0], [0.0, 0.1, 0.0], [0.2, -0.3, 0.0]], "charge": 1, "fmax_ev_per_a": 5.44, "homo_ev": -11.191, "gap_ev": 6.40, "e_lumo_ha": -0.176, "total_energy_ev": -55221.9669}


{"formula": "C32H76BN4", "method": "ωB97M-V/def2-TZVPD", "elements": ["B", "H", "H", "H", "H", "C", "C", "C", "N", "C", "C", "C", "C", "C", "H", "H", "H", "H", "H", "H", "H", "H", "H", "H", "H", "H", "H", "H", "H", "H", "H", "H", "C", "C", "C", "N", "C", "C", "C", "C", "C", "H", "H", "H", "H", "H", "H", "H", "H", "H", "H", "H", "H", "H", "H", "H", "H", "H", "H", "C", "C", "C", "N", "C", "C", "C", "C", "C", "H", "H", "H", "H", "H", "H", "H", "H", "H", "H", "H", "H", "H", "H", "H", "H", "H", "H", "C", "C", "C", "N", "C", "C", "C", "C", "C", "H", "H", "H", "H", "H", "H", "H", "H", "H", "H", "H", "H", "H", "H", "H", "H", "H", "H"], "coordinates": [[21.846503, 11.520508, -0.342978], [22.609958, 12.025905, -0.913906], [22.201749, 10.511204, -0.203937], [21.671439, 12.018383, 0.598148], [20.972190, 11.524882, -0.975277], [13.260329, 14.148701, -0.959148], [14.464432, 13.266617, -0.711525], [15.528047, 13.676567, -1.701477], [16.921741, 12.993792, -1.490877], [17.345239, 13.047066, 0.051710], [18.040275, 13.633543, -2.428921], [18.939418, 12.458894, -2.923088], [17.936664, 11.300705, -3.065144], [16.833722, 11.533244, -1.978503], [12.342640, 14.017345, -0.385831], [12.940750, 14.267164, -1.994497], [13.568889, 15.126003, -0.587975], [14.162654, 12.247754, -0.954299], [14.817278, 13.283664, 0.319650], [15.678522, 14.748279, -1.571534], [15.198080, 13.513876, -2.727512], [16.680920, 12.487026, 0.709842], [17.283391, 14.122565, 0.217812], [18.408534, 12.814035, 0.108259], [18.465685, 14.426571, -1.813920], [17.510930, 14.152254, -3.228200], [19.696898, 12.200214, -2.183222], [19.516956, 12.683101, -3.819909], [18.410035, 10.319598, -3.103204], [17.422209, 11.465211, -4.011910], [16.695388, 10.872065, -1.123055], [15.832228, 11.507350, -2.407976], [30.119912, 11.019341, 0.699225], [28.719801, 11.610603, 0.667677], [27.671907, 10.587537, 1.260746], [26.166053, 10.889561, 0.977236], [25.917350, 11.287423, -0.489942], [25.298079, 9.638972, 1.232786], [25.074947, 9.623205, 2.759498], [24.936521, 11.124650, 3.069608], [25.506117, 11.876309, 1.947058], [30.814755, 11.700109, 0.207456], [30.161095, 10.047340, 0.207676], [30.410102, 10.938214, 1.746752], [28.580922, 11.879198, -0.379546], [28.672453, 12.605408, 1.110647], [27.784260, 10.665742, 2.342117], [27.928524, 9.585948, 0.915690], [24.880483, 11.312537, -0.825181], [26.568579, 10.605283, -1.036450], [26.351673, 12.285629, -0.434819], [24.301875, 9.873349, 0.857621], [25.673209, 8.797412, 0.650401], [24.207215, 9.006457, 2.993526], [25.899684, 9.209533, 3.339833], [23.895694, 11.382459, 3.265315], [25.528715, 11.289789, 3.969692], [24.639889, 12.268448, 1.414172], [26.215770, 12.651882, 2.235120], [24.080291, 15.422952, 2.713425], [23.482873, 15.953075, 1.352906], [23.073094, 14.861484, 0.243810], [22.979019, 15.405616, -1.139401], [24.369063, 15.738087, -1.796598], [22.097995, 16.667486, -1.221982], [21.654092, 16.804899, -2.699677], [21.528790, 15.326968, -3.164478], [22.254727, 14.426712, -2.072984], [23.572988, 14.533698, 3.087548], [23.918942, 16.168527, 3.492003], [25.135881, 15.266920, 2.490949], [24.140683, 16.670792, 0.862729], [22.519776, 16.317729, 1.710077], [22.085237, 14.461093, 0.471663], [23.751926, 14.012461, 0.324053], [24.374702, 15.928932, -2.869750], [25.037127, 14.894817, -1.621447], [24.706711, 16.609951, -1.236295], [22.707434, 17.527736, -0.945109], [21.228014, 16.628271, -0.566466], [22.217229, 17.336315, -3.466856], [20.680176, 17.293581, -2.727719], [21.936691, 15.134384, -4.156757], [20.484202, 15.023177, -3.232663], [22.910271, 13.646462, -2.459722], [21.455394, 14.036575, -1.442936], [19.076718, 6.593643, 5.280155], [19.137769, 7.530698, 4.163206], [20.023297, 6.961547, 3.039382], [20.456911, 7.992130, 1.932209], [21.150328, 9.263599, 2.476183], [19.216309, 8.463790, 1.044865], [19.593277, 8.286390, -0.458820], [20.594220, 7.104999, -0.435466], [21.422600, 7.331987, 0.912464], [18.643710, 5.635887, 4.991520], [18.498895, 6.986179, 6.116891], [20.090168, 6.387121, 5.624197], [19.605104, 8.403561, 4.619079], [18.119401, 7.732456, 3.831061], [19.662271, 6.041318, 2.580098], [21.028624, 6.692604, 3.363547], [20.335329, 9.736191, 3.024389], [21.523029, 9.947028, 1.713218], [21.977896, 9.101832, 3.166879], [18.997219, 9.504101, 1.285373], [18.343724, 7.830118, 1.203537], [19.997785, 9.235256, -0.811147], [18.694434, 8.177631, -1.065747], [21.201393, 7.252969, -1.328514], [20.093952, 6.150465, -0.598826], [22.245507, 7.986237, 0.624595], [21.795500, 6.471640, 1.468208]], "atomic_forces_ev_per_a": [[0.1, 0.0, 0.1], [3.2, 2.1, -2.0], [1.3, -4.2, 0.7], [-0.7, 2.0, 3.8], [-3.5, -0.1, -2.2], [-0.2, 1.7, 0.8], [-0.6, -1.5, -0.7], [1.2, 0.5, 0.7], [0.4, -0.9, 0.2], [0.1, 1.5, -2.5], [-0.7, -0.4, 0.9], [-0.5, 0.3, 1.3], [-0.6, 0.9, 0.0], [-0.7, 0.4, -0.3], [0.2, -0.9, 0.1], [0.3, -0.2, -0.1], [-0.1, 0.5, -0.4], [0.1, -0.4, 0.3], [-0.2, 0.3, -0.1], [0.4, 0.1, -0.1], [0.3, -0.2, 0.0], [0.2, -0.1, -0.5], [-0.2, -0.1, 0.6], [-0.2, -0.6, 0.0], [0.5, -0.2, 0.0], [-0.1, -0.3, -0.1], [-0.1, 0.1, 0.2], [-0.5, 0.1, -0.2], [-0.2, 0.1, 0.3], [0.0, -0.3, -0.1], [0.9, 0.0, 0.1], [0.2, -0.3, -0.5], [-0.1, 0.3, 0.9], [-0.8, -0.1, -1.0], [0.2, 1.8, -0.3], [-1.4, -1.4, -0.4], [1.9, 0.5, 1.6], [-0.1, 0.6, 0.7], [0.7, -0.6, -0.7], [0.0, -1.5, 2.3], [0.3, 0.6, -1.8], [0.0, -0.1, 0.0], [0.0, 0.0, 0.1], [0.4, -0.3, -0.1], [-0.7, -0.5, -0.2], [0.0, -0.2, 0.7], [-0.2, -0.4, 0.0], [-0.4, 0.0, 0.0], [-0.1, -0.3, 0.6], [-0.3, 0.3, -0.4], [-0.1, 0.1, -1.0], [0.1, 0.2, -0.5], [0.3, -0.1, 0.5], [0.0, 0.2, 0.0], [0.1, -0.1, -0.3], [0.1, 0.2, 0.0], [-0.4, 0.2, 0.2], [0.4, 0.4, -0.5], [-0.1, 0.0, -0.2], [0.1, 0.2, -1.7], [-1.3, -1.6, 0.1], [0.6, 0.7, 2.0], [0.4, 0.4, -2.3], [-0.6, -0.1, 1.6], [1.1, 0.9, -1.2], [-0.8, -1.3, -0.1], [0.6, -0.7, 0.4], [-1.4, 1.4, -0.2], [0.1, -0.2, -0.3], [0.4, 0.2, -0.2], [0.1, -0.3, 0.8], [-0.2, 0.3, 0.5], [0.1, 1.0, -0.7], [0.1, 0.0, 0.0], [0.1, 0.0, -0.7], [-0.8, 0.1, 0.2], [-0.2, 0.0, 0.2], [0.3, -0.1, -0.3], [0.0, -0.2, 0.4], [0.2, -0.5, 0.1], [0.7, 0.3, 0.8], [0.0, -0.1, 0.1], [0.2, 0.3, 0.1], [0.0, -0.1, 0.2], [-0.1, 0.2, 0.3], [0.4, -0.6, -0.1], [0.1, -1.9, 1.3], [0.5, 0.8, -1.3], [1.3, 1.3, -0.3], [-0.5, 0.9, -1.9], [-1.4, -0.3, 0.7], [0.5, -0.2, -0.6], [0.2, 0.5, 1.6], [0.1, 0.9, 0.0], [-1.5, -0.6, -0.9], [-0.1, -0.1, 0.1], [0.0, 0.0, -0.1], [0.0, -0.1, 0.3], [-0.2, 0.5, -0.6], [0.1, 0.4, -0.3], [-0.5, 0.4, -0.4], [-0.1, -0.1, 0.9], [0.4, 0.4, 0.1], [-0.4, -0.4, -0.6], [-0.2, -0.8, 0.0], [0.0, -0.2, 0.2], [0.3, -0.1, 0.8], [0.7, -0.2, 0.0], [0.0, -0.7, 0.2], [0.5, -0.3, 0.3], [0.0, -0.1, 0.7], [-0.2, 0.3, 0.6], [0.1, -0.2, -0.7]], "charge": 3, "fmax_ev_per_a": 4.43, "homo_ev": -16.123, "gap_ev": 10.14, "e_lumo_ha": -0.220, "total_energy_ev": -41024.7599}